Entry 1:
Below is one molecule with the formula C4H12N2 at a distorted geometry, with properties calculated with ωB97M-V/def2-TZVPD.

Atoms and positions in Å:
C: 1.317 1.580 1.488
C: 0.653 0.912 0.289
C: 0.911 -0.600 0.319
N: 0.148 -1.406 -0.651
C: -1.280 -1.220 -0.612
N: -1.774 -0.415 -1.732
H: 2.308 1.157 1.623
H: 0.782 1.455 2.427
H: 1.473 2.654 1.391
H: -0.409 1.124 0.314
H: 0.944 1.375 -0.653
H: 0.562 -0.959 1.280
H: 1.970 -0.706 0.098
H: 0.481 -1.209 -1.586
H: -1.772 -2.197 -0.590
H: -1.539 -0.812 0.365
H: -2.452 0.256 -1.402
H: -2.322 -0.990 -2.366

Computed properties:
LUMO energy (eV): 1.1
Orbital gap (eV): 9.67
Electronic energy (a.u.): -269.089711
Energy above the lowest of the compared OMol25 structures with the same formula, charge and spin (eV): 0.725
Max |F| (eV/A): 1.7

---

Entry 2:
Below is one molecule with the formula C4H6N2 at a distorted geometry, with properties calculated with ωB97M-V/def2-TZVPD.

Atoms and positions in Å:
C: -1.688 -0.070 0.016
N: -0.267 -0.089 0.283
C: 0.769 -0.976 0.326
C: 1.841 -0.280 -0.184
N: 1.516 1.006 -0.509
C: 0.270 1.099 -0.151
H: -1.563 1.003 -0.436
H: -1.975 -0.587 -0.898
H: -2.288 -0.497 0.853
H: 0.675 -1.985 0.698
H: 2.856 -0.611 -0.305
H: -0.145 1.986 0.308

Computed properties:
LUMO energy (eV): 0.9
Orbital gap (eV): 9.57
Electronic energy (a.u.): -265.455317
Energy above the lowest of the compared OMol25 structures with the same formula, charge and spin (eV): 2.184
Max |F| (eV/A): 3.5

---

Entry 3:
Below is a 9-piece molecular cluster, C28H54O19S4 overall at a distorted geometry, with properties calculated with ωB97M-V/def2-TZVPD.

Atoms and positions in Å:
C: -3.775 -2.746 -2.247
C: -3.115 -3.400 -1.073
C: -3.977 -4.226 -0.172
O: -3.173 -5.297 0.177
C: -2.223 -5.460 -0.757
O: -1.366 -6.353 -0.814
O: -2.228 -4.369 -1.548
H: -4.649 -2.134 -2.026
H: -4.038 -3.420 -3.063
H: -3.110 -2.032 -2.732
H: -2.517 -2.728 -0.456
H: -4.948 -4.586 -0.510
H: -4.250 -3.616 0.689
C: 1.683 7.907 -0.649
C: 1.338 6.792 -1.576
C: 2.096 6.822 -2.887
O: 2.715 5.549 -3.053
C: 2.498 4.794 -1.999
O: 2.851 3.635 -1.878
O: 1.810 5.528 -1.074
H: 1.050 7.809 0.234
H: 1.375 8.890 -1.005
H: 2.742 7.836 -0.400
H: 0.261 6.640 -1.637
H: 2.915 7.531 -2.764
H: 1.451 6.973 -3.752
C: -0.623 4.316 1.167
C: 0.175 4.457 2.463
C: 1.680 4.267 2.385
O: 2.212 5.308 3.164
C: 1.261 6.277 3.307
O: 1.504 7.475 3.603
O: 0.105 5.745 2.962
H: -0.084 4.727 0.314
H: -1.508 4.950 1.114
H: -0.603 3.261 0.894
H: -0.319 3.902 3.260
H: 1.984 4.448 1.354
H: 1.956 3.306 2.820
C: -4.013 -0.894 1.072
C: -5.297 -0.789 1.973
C: -5.102 -0.156 3.382
O: -6.130 0.655 3.573
C: -6.686 0.927 2.398
O: -7.469 1.825 2.264
O: -6.237 0.138 1.377
H: -4.153 -1.239 0.047
H: -3.156 -1.407 1.508
H: -3.628 0.124 1.002
H: -5.819 -1.737 2.103
H: -4.145 0.333 3.562
H: -5.153 -0.911 4.167
C: 6.190 1.112 -1.540
C: 5.603 0.117 -0.560
C: 6.526 -0.459 0.443
O: 5.781 -0.117 1.628
C: 4.800 0.798 1.331
O: 4.040 1.267 2.151
O: 4.656 0.926 0.052
H: 7.122 0.669 -1.892
H: 6.632 1.905 -0.937
H: 5.494 1.596 -2.224
H: 5.024 -0.667 -1.049
H: 7.559 -0.112 0.406
H: 6.540 -1.527 0.226
C: 2.074 -4.869 -0.333
S: 2.307 -4.872 1.508
O: 3.791 -4.562 1.776
C: 2.088 -6.617 1.877
H: 2.636 -5.613 -0.897
H: 2.279 -3.890 -0.768
H: 1.014 -5.040 -0.518
H: 1.742 -6.737 2.904
H: 3.084 -7.057 1.833
H: 1.382 -7.138 1.230
C: 1.926 -0.832 -0.011
S: 0.364 -0.866 -0.884
O: -0.753 -1.203 0.096
C: 0.224 0.971 -1.235
H: 2.083 -1.738 0.575
H: 1.904 0.122 0.516
H: 2.704 -0.643 -0.751
H: 0.057 1.548 -0.325
H: -0.686 1.226 -1.777
H: 1.084 1.437 -1.715
C: -0.517 -2.755 2.927
S: -1.394 -3.689 4.230
O: -2.827 -3.169 4.223
C: -1.331 -5.248 3.296
H: -1.199 -2.660 2.082
H: 0.355 -3.305 2.575
H: -0.285 -1.745 3.264
H: -0.370 -5.760 3.295
H: -1.542 -5.140 2.232
H: -2.086 -5.882 3.760
C: -2.434 -1.637 -5.888
S: -1.344 -0.226 -6.248
O: -2.289 0.914 -6.762
C: -1.045 0.266 -4.545
H: -2.844 -2.114 -6.779
H: -3.295 -1.230 -5.358
H: -2.046 -2.417 -5.233
H: -1.941 0.759 -4.170
H: -0.148 0.862 -4.378
H: -0.854 -0.607 -3.921

Computed properties:
LUMO energy (eV): 0.0
Orbital gap (eV): 9.20
Electronic energy (a.u.): -4121.442998
Energy above the lowest of the compared OMol25 structures with the same formula, charge and spin (eV): 3.688
Max |F| (eV/A): 4.9

---

Entry 4:
Below is one molecule with the formula C11H16ClN3O6S at a distorted geometry, with properties calculated with ωB97M-V/def2-TZVPD.

Atoms and positions in Å:
O: 2.453 -4.544 -2.051
Cl: 3.389 -2.260 -0.388
N: -0.575 -1.923 -1.025
O: 2.043 4.861 1.455
O: -2.385 2.454 1.644
O: -0.474 4.475 0.989
O: -2.039 0.152 0.160
O: 1.460 1.192 0.837
S: -2.269 -3.120 -2.584
C: 1.637 -3.650 -1.845
C: -0.607 -2.847 -1.968
C: 1.741 -2.662 -0.798
C: 0.740 -1.785 -0.470
N: 0.477 -3.529 -2.437
N: 0.939 -0.858 0.515
C: -2.520 -4.864 -1.798
C: 2.227 3.477 1.602
C: -1.168 2.227 0.904
C: -0.067 3.129 1.347
C: -0.918 0.717 0.928
C: 0.421 0.455 0.256
C: 1.339 2.647 0.742
H: 1.062 5.015 1.184
H: -2.939 1.752 1.365
H: -1.323 4.631 1.387
H: -1.784 -0.739 -0.104
H: 0.292 -4.257 -2.986
H: 1.825 -0.862 0.870
H: -2.232 -5.582 -2.563
H: -3.633 -4.969 -1.589
H: -1.988 -4.946 -0.913
H: 1.997 3.327 2.715
H: 3.306 3.085 1.387
H: -1.420 2.591 -0.036
H: 0.096 3.058 2.509
H: -0.919 0.347 1.913
H: 0.361 0.804 -0.824
H: 1.454 3.002 -0.331

Computed properties:
LUMO energy (eV): -0.4
Orbital gap (eV): 8.62
Electronic energy (a.u.): -1902.769306
Energy above the lowest of the compared OMol25 structures with the same formula, charge and spin (eV): 2.310
Max |F| (eV/A): 5.0

---

Entry 5:
Below is one molecule with the formula C13H15F2N3OS at a distorted geometry, with properties calculated with ωB97M-V/def2-TZVPD.

Atoms and positions in Å:
O: -2.016 -2.385 -0.077
C: -1.120 -1.593 0.104
N: 0.177 -1.969 -0.162
N: 1.208 -1.139 -0.044
C: 2.391 -1.535 -0.294
C: 3.525 -0.643 -0.191
C: 3.399 0.717 0.121
C: 4.494 1.554 0.210
C: 5.749 1.019 -0.017
C: 5.927 -0.318 -0.330
C: 4.816 -1.132 -0.415
H: 4.941 -2.176 -0.658
H: 6.919 -0.701 -0.503
F: 6.822 1.823 0.067
H: 4.368 2.598 0.450
F: 2.189 1.251 0.336
H: 2.608 -2.566 -0.598
H: 0.320 -2.934 -0.481
C: -1.272 -0.169 0.616
N: -2.557 0.444 0.376
C: -3.656 -0.135 1.131
C: -4.825 0.837 1.179
H: -4.505 1.808 1.558
H: -5.632 0.446 1.796
S: -5.521 1.089 -0.480
C: -3.958 1.610 -1.246
C: -2.879 0.559 -1.036
H: -1.976 0.874 -1.568
H: -3.219 -0.400 -1.461
H: -4.164 1.751 -2.305
H: -3.663 2.558 -0.796
H: -3.994 -1.090 0.702
H: -3.311 -0.317 2.153
H: -1.092 -0.189 1.696
H: -0.492 0.450 0.167

Computed properties:
LUMO energy (eV): 0.2
Orbital gap (eV): 8.45
Electronic energy (a.u.): -1341.778555
Energy above the lowest of the compared OMol25 structures with the same formula, charge and spin (eV): 0.000
Max |F| (eV/A): 1.3

---

Entry 6:
Below is BeFH10O5 as an isolated structure at a distorted geometry, with properties calculated with ωB97M-V/def2-TZVPD.

Atoms and positions in Å:
Be: -0.593 -16.992 -17.577
F: 0.471 -16.457 -18.485
O: 3.060 -16.875 -18.773
H: 2.123 -16.779 -18.602
H: 3.341 -15.980 -18.795
O: 0.029 -18.605 -17.174
H: 1.019 -18.675 -17.177
H: -0.342 -19.136 -16.380
O: -2.105 -17.228 -18.180
H: -2.795 -17.114 -17.480
H: -2.520 -16.748 -18.873
O: -1.353 -14.345 -18.568
H: -2.319 -14.286 -18.399
H: -1.232 -14.337 -19.525
O: -0.787 -16.349 -15.962
H: -0.098 -16.435 -15.285
H: -1.578 -16.432 -15.439

Computed properties:
LUMO energy (eV): -4.6
Net charge: +1
Orbital gap (eV): 8.80
Electronic energy (a.u.): -496.714252
Energy above the lowest of the compared OMol25 structures with the same formula, charge and spin (eV): 0.631
Max |F| (eV/A): 2.8

---

Entry 7:
Below is one molecule with the formula C7H7N3 at a distorted geometry, with properties calculated with ωB97M-V/def2-TZVPD.

Atoms and positions in Å:
C: -2.309 -0.643 -0.100
C: 1.234 -2.376 0.104
C: 0.217 -1.600 0.534
C: 1.808 -0.381 -0.358
C: -1.855 0.629 0.094
C: -0.165 0.892 0.277
C: 0.272 2.273 -0.021
N: -3.043 -1.527 -0.163
N: 2.196 -1.663 -0.494
N: 0.588 -0.216 0.160
H: 1.073 -3.504 0.059
H: -0.770 -1.792 0.875
H: 2.361 0.453 -0.819
H: -2.555 1.435 0.216
H: -0.579 3.050 0.258
H: 1.112 2.600 0.533
H: 0.417 2.368 -1.156

Computed properties:
LUMO energy (spin up / spin down) (eV): 0.6 / -2.2
⟨S²⟩: 2.023
Orbital gap (spin up / spin down) (eV): 7.97 / 6.84
2S+1: 3
Electronic energy (a.u.): -435.019370
Energy above the lowest of the compared OMol25 structures with the same formula, charge and spin (eV): 0.000
Max |F| (eV/A): 4.5

---

Entry 8:
Below is a 2-piece molecular cluster, C2H4O2 overall at a distorted geometry, with properties calculated with ωB97M-V/def2-TZVPD.

Atoms and positions in Å:
O: 6.100 -13.997 -2.472
C: 7.117 -14.686 -2.343
H: 7.188 -15.578 -1.676
H: 7.989 -14.486 -3.011
O: 5.087 -10.889 -3.931
C: 5.510 -11.837 -4.539
H: 5.474 -12.860 -4.095
H: 6.100 -11.716 -5.478

Computed properties:
LUMO energy (eV): 0.3
Orbital gap (eV): 9.89
Electronic energy (a.u.): -229.012959
Energy above the lowest of the compared OMol25 structures with the same formula, charge and spin (eV): 2.547
Max |F| (eV/A): 3.1